[1]
ORCA calculation (ωB97M-V/def2-TZVPD) on a cluster of 8 separate species, C22H48B2O8 in total at a distorted geometry.

Structure (SMILES): CC(C)=O.CC(C)=O.CC(C)=O.CC(C)=O.CC(C)=O.CC(C)=O.CC(C)=O.BB(C)O
E_HOMO (Ha): -0.31757
Total energy (a.u.): -1518.63445
LUMO energy (eV): 0.48

```
! wB97M-V def2-TZVPD RIJCOSX def2/J DEFGRID3
* xyz 0 1
B 1.00 2.00 2.66
B 1.92 1.73 4.04
C 1.22 1.25 5.35
O 3.28 1.95 4.04
H 0.32 2.98 2.58
H 0.96 1.21 1.76
H 1.08 2.09 6.03
H 1.85 0.52 5.86
H 0.25 0.79 5.17
H 3.78 1.16 3.77
C 1.41 6.02 3.30
C -0.09 6.12 3.44
O -0.80 5.15 3.37
C -0.65 7.50 3.67
H 1.71 4.99 3.14
H 1.75 6.63 2.46
H 1.90 6.40 4.20
H -0.38 8.16 2.84
H -0.23 7.93 4.58
H -1.73 7.45 3.75
C 5.04 -2.74 3.43
C 4.66 -1.67 2.44
O 3.85 -0.81 2.73
C 5.32 -1.74 1.09
H 4.50 -2.60 4.36
H 4.81 -3.73 3.02
H 6.12 -2.71 3.62
H 5.10 -2.70 0.61
H 6.40 -1.66 1.20
H 4.96 -0.94 0.45
C -0.86 1.64 -1.55
C -0.39 0.23 -1.82
O -0.45 -0.26 -2.93
C 0.11 -0.52 -0.61
H -1.21 2.09 -2.48
H -1.67 1.63 -0.82
H -0.05 2.23 -1.13
H -0.71 -0.58 0.11
H 0.94 0.02 -0.15
H 0.42 -1.52 -0.88
C -5.01 -1.53 0.89
C -3.82 -0.63 1.06
O -2.69 -1.06 1.15
C -4.09 0.86 1.12
H -4.68 -2.57 0.86
H -5.71 -1.39 1.71
H -5.53 -1.29 -0.04
H -4.76 1.09 1.95
H -4.59 1.18 0.20
H -3.16 1.40 1.25
C -1.21 -5.92 -3.16
C 0.02 -5.03 -3.11
O 1.13 -5.48 -3.21
C -0.23 -3.55 -2.94
H -0.90 -6.96 -3.29
H -1.78 -5.82 -2.24
H -1.86 -5.63 -3.99
H -0.77 -3.37 -2.01
H -0.84 -3.17 -3.76
H 0.71 -3.02 -2.92
C -3.64 -0.35 -2.60
C -4.97 -0.66 -3.24
O -5.77 -1.40 -2.71
C -5.25 -0.01 -4.57
H -3.56 -0.88 -1.66
H -2.81 -0.65 -3.25
H -3.55 0.72 -2.43
H -4.49 -0.30 -5.30
H -5.21 1.08 -4.47
H -6.23 -0.31 -4.93
C 3.07 0.02 -3.75
C 3.42 -0.97 -2.66
O 4.24 -0.72 -1.82
C 2.68 -2.29 -2.69
H 3.66 0.93 -3.62
H 3.26 -0.41 -4.73
H 2.00 0.27 -3.70
H 2.86 -2.80 -3.63
H 1.61 -2.13 -2.60
H 3.02 -2.91 -1.86
*
```



[2]
ORCA calculation (ωB97M-V/def2-TZVPD) on a cluster of 3 separate species, C22H48Br2ClN3O3 in total at a distorted geometry.

Structure (SMILES): CCOC[C@H](COCN)O[C@@H](Cl)/C(Br)=C(\C)Br.CCN(CC)CC.CCN(CC)CC
E_HOMO (Ha): -0.29083
Total energy (a.u.): -6865.16911
LUMO energy (eV): 0.61

```
! wB97M-V def2-TZVPD RIJCOSX def2/J DEFGRID3
* xyz 0 1
C -4.67 -4.92 -1.67
C -4.34 -3.48 -2.03
O -3.22 -3.07 -1.28
C -3.04 -1.66 -1.22
C -2.19 -1.34 -0.01
C -2.57 -0.01 0.61
O -1.90 0.13 1.82
C -2.21 1.29 2.54
N -3.64 1.48 2.73
O -0.81 -1.31 -0.34
C -0.25 -2.58 -0.45
Cl 1.24 -2.39 -1.45
C 0.13 -3.23 0.84
Br 0.74 -2.12 2.24
C 0.09 -4.57 0.97
C -0.34 -5.50 -0.13
Br 0.59 -5.47 2.56
H -4.00 -5.61 -2.18
H -5.70 -5.15 -1.90
H -4.50 -5.04 -0.60
H -4.14 -3.41 -3.10
H -5.20 -2.86 -1.79
H -2.48 -1.35 -2.11
H -4.00 -1.16 -1.18
H -2.39 -2.11 0.74
H -3.65 -0.01 0.74
H -2.28 0.78 -0.10
H -1.70 1.18 3.50
H -1.80 2.18 2.06
H -3.94 1.08 3.60
H -3.87 2.46 2.71
H -0.93 -3.21 -1.02
H 0.19 -5.22 -1.04
H -0.08 -6.52 0.10
H -1.41 -5.41 -0.31
C 5.64 2.78 5.04
C 5.60 1.48 4.25
N 4.49 0.63 4.62
C 4.60 -0.73 4.11
C 4.57 -0.93 2.59
C 3.17 1.23 4.53
C 2.73 1.79 3.17
H 5.62 2.59 6.11
H 6.56 3.32 4.81
H 4.80 3.44 4.79
H 6.52 0.93 4.45
H 5.61 1.72 3.17
H 3.80 -1.33 4.56
H 5.53 -1.15 4.49
H 3.57 -0.78 2.19
H 4.86 -1.95 2.35
H 5.26 -0.26 2.07
H 3.12 2.04 5.27
H 2.44 0.49 4.87
H 3.50 2.40 2.71
H 1.85 2.43 3.31
H 2.44 1.01 2.47
C 0.08 1.13 -2.30
C 0.25 1.86 -3.62
N -0.97 1.88 -4.40
C -0.77 2.30 -5.78
C -0.31 3.74 -6.03
C -2.14 2.41 -3.73
C -2.07 3.84 -3.18
H -0.31 0.12 -2.45
H 1.05 1.04 -1.80
H -0.58 1.66 -1.61
H 1.01 1.35 -4.20
H 0.63 2.88 -3.42
H -1.70 2.13 -6.33
H -0.04 1.62 -6.22
H -1.10 4.46 -5.86
H 0.01 3.84 -7.07
H 0.55 4.01 -5.41
H -2.39 1.74 -2.91
H -2.99 2.33 -4.42
H -1.15 4.01 -2.62
H -2.90 4.00 -2.49
H -2.15 4.59 -3.96
*
```



[3]
ORCA calculation (ωB97M-V/def2-TZVPD) on a cluster of 3 separate species, C22H48BrN3O9S in total at a distorted geometry.

Structure (SMILES): C[C@H](Br)C[C@@H]1[C@@](C)(O)C(=O)O[C@]1(CN)S(C)(=O)=O.COCCNCCOC.COCCNCCOC
E_HOMO (Ha): -0.30470
Total energy (a.u.): -4680.50579
LUMO energy (eV): 0.40

```
! wB97M-V def2-TZVPD RIJCOSX def2/J DEFGRID3
* xyz 0 1
C -4.86 5.29 -3.47
C -5.65 4.76 -2.26
Br -4.98 5.60 -0.61
C -5.87 3.26 -2.17
C -4.69 2.26 -2.02
C -3.33 2.65 -1.43
C -2.26 3.40 -2.26
O -3.35 2.86 -0.05
C -2.77 1.18 -1.52
O -2.17 0.57 -0.77
O -3.13 0.75 -2.79
C -4.40 1.21 -3.17
C -5.41 0.02 -3.09
N -4.72 -1.25 -3.20
S -4.38 1.75 -4.91
C -2.80 2.45 -5.40
O -5.49 2.59 -5.26
O -4.47 0.53 -5.67
H -3.87 5.62 -3.16
H -4.83 4.61 -4.32
H -5.35 6.20 -3.82
H -6.64 5.20 -2.35
H -6.53 3.09 -1.32
H -6.47 2.97 -3.03
H -5.03 1.58 -1.24
H -1.50 2.70 -2.61
H -2.63 3.91 -3.14
H -1.73 4.08 -1.60
H -2.53 3.30 0.23
H -5.94 0.02 -2.14
H -6.17 0.18 -3.87
H -5.44 -1.96 -3.07
H -4.36 -1.39 -4.14
H -2.79 2.33 -6.48
H -2.72 3.51 -5.18
H -2.00 1.83 -5.00
C -1.93 -1.15 2.63
O -2.10 -2.35 1.90
C -1.71 -2.23 0.53
C -0.48 -3.08 0.26
N 0.70 -2.52 0.91
C 1.87 -3.40 0.90
C 1.77 -4.71 1.68
O 1.68 -4.54 3.08
C 0.38 -4.34 3.59
H -2.38 -1.30 3.62
H -0.87 -0.91 2.77
H -2.44 -0.31 2.14
H -1.55 -1.20 0.24
H -2.53 -2.62 -0.07
H -0.30 -3.12 -0.82
H -0.69 -4.09 0.62
H 0.48 -2.30 1.87
H 2.70 -2.83 1.32
H 2.14 -3.62 -0.14
H 2.70 -5.26 1.50
H 0.97 -5.36 1.31
H -0.38 -4.85 2.99
H 0.14 -3.27 3.65
H 0.34 -4.74 4.60
C 7.06 1.88 1.43
O 7.77 1.06 2.33
C 7.32 1.16 3.68
C 6.67 -0.13 4.13
N 5.39 -0.33 3.46
C 4.81 -1.66 3.66
C 5.57 -2.85 3.08
O 5.62 -2.89 1.67
C 6.67 -2.15 1.08
H 7.56 1.83 0.46
H 6.03 1.54 1.30
H 7.07 2.93 1.76
H 6.66 2.02 3.82
H 8.21 1.33 4.29
H 6.50 -0.08 5.21
H 7.37 -0.94 3.92
H 5.51 -0.18 2.47
H 3.82 -1.65 3.19
H 4.66 -1.82 4.73
H 5.03 -3.75 3.38
H 6.58 -2.96 3.51
H 7.56 -2.12 1.71
H 6.35 -1.13 0.84
H 6.94 -2.63 0.14
*
```



Among the records above, which one has the lowest E_HOMO? C22H48B2O8



Among the records above, which one has the highest total energy? C22H48B2O8



Look up the LUMO energy of the first one. 0.48 eV



Look up the E_HOMO of the second one. -0.29083 Ha